[1]
22
Properties=species:S:1:pos:R:3:mulliken_charge:R:1 method="wB97M-V/def2-TZVPD" lumo_ev=0.569 de_lowest_kj_mol=10.3 total_energy_ev=-23976.8788 gap_ev=11.227 e_homo_ev=-10.66
C 1.489 -1.064 0.121 -1.91
C 0.214 -0.387 -0.369 1.36
C 0.331 -0.097 -1.870 -1.89
C -1.054 -1.230 -0.125 -1.02
C -2.090 -0.160 0.066 0.32
Cl -3.744 -0.547 -0.044 -0.16
N -1.706 1.011 0.313 -0.65
C -0.117 0.931 0.393 1.90
C 0.224 0.958 1.883 -1.76
C 0.420 2.115 -0.229 -0.26
N 0.886 3.057 -0.679 -0.51
H 2.343 -0.403 -0.020 0.40
H 1.660 -1.970 -0.456 0.44
H 1.426 -1.334 1.172 0.41
H 1.176 0.556 -2.073 0.44
H -0.571 0.387 -2.238 0.44
H 0.480 -1.023 -2.421 0.49
H -0.976 -1.827 0.787 0.37
H -1.293 -1.895 -0.953 0.41
H -0.192 0.088 2.384 0.36
H -0.207 1.852 2.328 0.47
H 1.301 0.981 2.028 0.35

[2]
24
Properties=species:S:1:pos:R:3:mulliken_charge:R:1 method="wB97M-V/def2-TZVPD" lumo_ev=0.582 de_lowest_kj_mol=229.6 total_energy_ev=-26954.6193 gap_ev=8.842 e_homo_ev=-8.26
C -0.671 -0.328 -1.884 -1.55
C -0.950 0.113 -0.462 1.62
C -1.622 -1.071 0.367 -1.54
C -1.984 1.217 -0.468 -2.51
N 0.192 0.599 0.234 0.09
C 0.359 1.775 0.949 0.05
N 1.486 1.826 1.595 -1.05
N 2.116 0.690 1.258 1.46
N 3.144 0.091 1.787 -1.12
C 3.238 -1.105 1.164 -0.39
C 2.095 -1.241 0.271 0.49
Cl 1.823 -2.362 -0.999 -0.22
C 1.400 -0.061 0.379 -0.28
H -1.255 -1.172 -2.176 0.37
H -1.026 0.399 -2.677 0.33
H 0.343 -0.523 -1.871 0.46
H -2.149 -0.693 1.189 0.43
H -0.914 -1.745 0.759 0.34
H -2.377 -1.471 -0.339 0.44
H -2.772 0.810 -0.932 0.65
H -2.361 1.362 0.477 0.67
H -1.610 2.170 -1.069 0.38
H -0.491 2.549 1.069 0.39
H 3.987 -1.829 1.381 0.47